ORCA calculation (ωB97M-V/def2-TZVPD) on a molecular structure, C30H35MnN2O10P2SSb.

## Properties
Net charge: +1
Electronic energy (hartree): -4498.315323
Spin multiplicity: 5
LUMO level (spin up / spin down) (eV): -5.1345 / -3.5941
Gap between HOMO and LUMO (spin up / spin down) (hartree): 0.217 / 0.274

XYZ file:
```
82
Properties=species:S:1:pos:R:3:forces:R:3
Mn 0.731 1.636 -0.746 -0.12 0.35 -0.01
N -3.121 4.030 -2.282 0.01 0.00 0.01
C -1.919 3.854 -1.378 0.03 -0.02 0.03
C -1.779 5.073 -0.482 -0.01 0.01 0.00
P -0.432 3.488 -2.374 -0.05 -0.02 -0.10
O -0.430 4.722 -3.372 -0.11 0.02 0.16
O -0.615 2.147 -3.001 -0.02 0.08 -0.06
O 0.744 3.528 -1.401 -0.05 -0.19 0.04
P -2.295 2.315 -0.392 -0.02 -0.01 -0.01
O -2.805 1.316 -1.530 -0.02 0.02 0.07
O -3.358 2.633 0.558 -0.01 0.00 0.00
O -0.916 1.841 0.107 -0.02 -0.01 -0.08
H -3.005 4.828 -2.911 0.00 -0.02 0.02
H -3.954 4.171 -1.699 0.01 0.00 -0.01
H -3.270 3.176 -2.830 0.00 0.00 -0.01
H -1.597 5.979 -1.062 0.00 0.00 0.00
H -0.931 4.922 0.184 0.00 0.00 0.00
H -2.670 5.195 0.136 0.00 0.00 0.00
H 0.360 4.847 -3.909 0.12 0.00 -0.12
H -2.083 1.023 -2.116 0.03 -0.01 -0.04
C 5.843 -0.994 4.824 -0.01 0.00 0.00
C 4.756 -0.138 4.942 0.00 0.00 0.01
C 3.813 -0.066 3.926 -0.01 0.01 0.01
C 3.957 -0.847 2.783 -0.04 -0.05 -0.06
C 5.053 -1.699 2.667 0.01 0.03 0.01
C 5.992 -1.775 3.688 0.00 0.00 0.00
Sb 2.535 -0.862 1.201 0.01 -0.02 0.10
C 0.977 -1.916 2.202 0.06 0.03 -0.03
C -0.302 -1.891 1.647 -0.02 0.02 0.00
C -1.362 -2.497 2.307 0.03 -0.01 0.02
C -1.145 -3.157 3.508 -0.01 0.00 -0.01
C 0.130 -3.203 4.053 0.01 0.00 0.02
C 1.188 -2.576 3.407 0.00 -0.02 -0.02
C 1.672 1.083 1.676 0.06 -0.06 -0.09
C 2.224 2.247 1.110 0.07 -0.07 -0.01
C 1.773 3.516 1.490 0.00 0.00 -0.01
C 0.777 3.631 2.441 0.00 0.02 0.00
C 0.222 2.487 3.008 -0.01 -0.01 0.01
C 0.656 1.230 2.625 0.00 -0.01 0.00
H 6.575 -1.050 5.618 0.00 0.00 0.00
H 4.639 0.472 5.828 0.00 0.00 0.00
H 2.966 0.601 4.036 0.01 -0.01 0.00
H 5.183 -2.309 1.780 0.00 0.00 0.00
H 6.839 -2.442 3.592 0.00 0.00 0.00
H -0.488 -1.372 0.709 0.00 -0.02 0.02
H -2.359 -2.452 1.889 -0.03 0.00 -0.02
H -1.970 -3.636 4.019 0.00 0.00 0.00
H 0.302 -3.721 4.987 0.00 0.00 0.00
H 2.175 -2.599 3.853 0.00 0.00 0.00
H 3.065 2.169 0.425 0.01 0.02 0.02
H 2.212 4.397 1.040 0.00 0.00 0.00
H 0.434 4.609 2.754 0.00 0.00 0.00
H -0.559 2.580 3.752 0.00 0.00 0.00
H 0.206 0.352 3.072 0.00 0.01 0.00
C -5.248 -1.024 -2.439 0.01 -0.03 0.04
C -4.000 -1.863 -2.424 -0.02 0.01 0.01
C -3.447 -2.274 -1.209 -0.01 0.00 0.00
C -2.307 -3.054 -1.175 -0.01 0.08 -0.06
C -1.696 -3.419 -2.369 -0.02 -0.05 0.00
C -2.238 -3.046 -3.587 0.02 0.01 -0.01
C -3.389 -2.268 -3.605 0.01 0.02 -0.02
S -0.155 -4.280 -2.301 -0.02 -0.06 0.02
O -0.094 -4.991 -1.063 0.00 0.01 -0.02
O 0.071 -4.901 -3.569 -0.02 0.00 0.00
N 0.966 -3.072 -2.179 0.02 -0.06 0.09
C 1.078 -2.189 -3.331 0.08 0.12 -0.09
C 2.069 -1.065 -3.059 -0.06 -0.01 0.01
C 1.543 -0.044 -2.117 0.05 -0.07 0.01
O 2.163 1.054 -1.876 0.01 -0.06 0.02
O 0.449 -0.184 -1.478 0.07 -0.03 0.09
H -5.127 -0.142 -1.807 0.00 -0.01 0.00
H -6.096 -1.590 -2.052 0.00 0.01 0.00
H -5.496 -0.700 -3.448 0.00 0.01 -0.03
H -3.929 -1.981 -0.283 0.00 -0.01 0.00
H -1.883 -3.392 -0.241 0.01 -0.03 0.08
H -1.769 -3.372 -4.507 -0.01 -0.01 0.00
H -3.820 -1.977 -4.555 -0.01 -0.01 -0.01
H 0.846 -2.597 -1.291 0.01 0.04 0.05
H 0.111 -1.755 -3.610 -0.01 0.03 -0.02
H 1.429 -2.788 -4.168 0.02 0.04 -0.01
H 2.336 -0.544 -3.981 0.00 0.00 0.01
H 3.002 -1.445 -2.632 0.00 -0.01 0.02
```
Forces are in eV/Å.

Per-atom Mulliken charges, elementary charge units: number 1, Mn, carries 0.537; number 2, N, carries -0.107; number 3, C, carries 0.604; number 4, C, carries -1.673; number 5, P, carries 0.468; number 6, O, carries -0.571; number 7, O, carries -0.679; number 8, O, carries -0.584; number 9, P, carries 1.047; number 10, O, carries -0.476; number 11, O, carries -0.855; number 12, O, carries -0.042; number 13, H, carries 0.403; number 14, H, carries 0.389; number 15, H, carries 0.353; number 16, H, carries 0.458; number 17, H, carries 0.257; number 18, H, carries 0.463; number 19, H, carries 0.421; number 20, H, carries 0.354; number 21, C, carries -0.436; number 22, C, carries -0.782; number 23, C, carries 0.196; number 24, C, carries 0.013; number 25, C, carries -0.707; number 26, C, carries -0.619; number 27, Sb, carries 0.964; number 28, C, carries -0.243; number 29, C, carries 0.480; number 30, C, carries -0.625; number 31, C, carries -0.760; number 32, C, carries -0.729; number 33, C, carries -0.324; number 34, C, carries -0.437; number 35, C, carries -0.194; number 36, C, carries -0.683; number 37, C, carries -0.711; number 38, C, carries -0.726; number 39, C, carries -0.052; number 40, H, carries 0.390; number 41, H, carries 0.404; number 42, H, carries 0.355; number 43, H, carries 0.355; number 44, H, carries 0.404; number 45, H, carries 0.249; number 46, H, carries 0.449; number 47, H, carries 0.406; number 48, H, carries 0.406; number 49, H, carries 0.465; number 50, H, carries 0.618; number 51, H, carries 0.431; number 52, H, carries 0.467; number 53, H, carries 0.459; number 54, H, carries 0.454; number 55, C, carries -1.442; number 56, C, carries 0.653; number 57, C, carries -0.520; number 58, C, carries -0.473; number 59, C, carries -0.241; number 60, C, carries -0.651; number 61, C, carries -0.617; number 62, S, carries 1.224; number 63, O, carries -0.681; number 64, O, carries -0.694; number 65, N, carries -0.159; number 66, C, carries -0.353; number 67, C, carries -1.067; number 68, C, carries 1.029; number 69, O, carries -0.643; number 70, O, carries 0.191; number 71, H, carries 0.236; number 72, H, carries 0.367; number 73, H, carries 0.380; number 74, H, carries 0.397; number 75, H, carries 0.889; number 76, H, carries 0.539; number 77, H, carries 0.384; number 78, H, carries 0.077; number 79, H, carries 0.241; number 80, H, carries 0.531; number 81, H, carries 0.436; number 82, H, carries 0.262